No. 1
{
  "formula": "C17H12Cl3N3O5S2SiTi",
  "method": "wB97M-V/def2-TZVPD",
  "charge": -1,
  "relative_energy_kcal_mol": 20.9,
  "spin_multiplicity": 2,
  "s_squared": 0.753,
  "gap_ev": [6.2, 6.3],
  "e_lumo_ev": [0.541, 0.588],
  "symbols": ["Ti", "O", "C", "O", "C", "C", "C", "C", "C", "C", "C", "C", "C", "N", "H", "H", "H", "H", "H", "H", "Cl", "Si", "Cl", "Cl", "N", "C", "C", "C", "C", "C", "C", "S", "O", "O", "O", "H", "H", "H", "H", "H", "H", "S", "C", "N"],
  "xyz": [[-0.191, -0.387, -0.060], [1.580, -0.136, 3.457], [1.269, -0.123, 2.293], [0.060, -0.159, 1.803], [2.331, -0.079, 1.211], [3.678, 0.026, 1.566], [4.603, 0.070, 0.566], [4.188, 0.009, -0.777], [5.109, 0.049, -1.851], [4.666, -0.011, -3.137], [3.284, -0.114, -3.411], [2.375, -0.156, -2.393], [2.804, -0.095, -1.056], [1.886, -0.139, -0.031], [3.926, 0.067, 2.616], [5.660, 0.152, 0.788], [6.165, 0.128, -1.625], [5.359, 0.023, -3.967], [2.972, -0.147, -4.446], [1.320, -0.224, -2.613], [-1.145, -4.906, -0.640], [-0.188, -3.070, -0.594], [-2.108, -1.746, 0.447], [0.927, -3.264, 1.188], [-1.541, -0.440, -2.217], [-1.092, -0.207, -3.563], [-0.913, 1.085, -4.035], [-0.385, 1.288, -5.306], [-0.044, 0.212, -6.110], [-0.250, -1.081, -5.640], [-0.769, -1.292, -4.372], [0.793, 0.454, -7.682], [0.178, -0.510, -8.576], [0.565, 1.848, -8.012], [2.188, 0.143, -7.362], [-2.150, 0.314, -1.915], [-2.081, -1.296, -2.172], [-1.172, 1.929, -3.406], [-0.232, 2.288, -5.692], [-0.004, -1.915, -6.284], [-0.923, -2.302, -4.005], [-1.416, 4.130, -0.171], [-0.932, 2.620, -0.314], [-0.573, 1.501, -0.453]],
  "mulliken_spin": [0.99, 0.00, -0.01, -0.01, 0.03, 0.00, 0.00, 0.00, 0.00, 0.00, 0.01, 0.07, -0.04, -0.01, 0.00, 0.00, 0.00, 0.00, 0.00, -0.07, 0.00, 0.00, 0.01, 0.00, 0.01, -0.01, 0.00, 0.00, 0.00, 0.00, 0.00, 0.00, 0.00, 0.00, 0.00, 0.00, 0.00, 0.00, 0.00, 0.00, 0.00, 0.00, 0.01, 0.01]
}

***

No. 2
{
  "formula": "C17H12CoN4O6S2",
  "method": "wB97M-V/def2-TZVPD",
  "charge": 1,
  "relative_energy_kcal_mol": 0.8,
  "gap_ev": [6.5, 6.5],
  "e_lumo_ev": [-5.461, -5.462],
  "symbols": ["Co", "S", "C", "N", "C", "C", "C", "C", "C", "C", "S", "H", "H", "H", "H", "C", "C", "C", "N", "H", "H", "H", "H", "H", "O", "C", "O", "C", "C", "C", "C", "C", "C", "N", "O", "O", "N", "O", "O", "H", "H", "H"],
  "xyz": [[0.080, 0.896, 1.064], [-1.559, -0.475, 0.425], [-1.217, 0.441, -1.004], [-0.267, 1.292, -0.765], [0.053, 2.087, -1.870], [1.022, 3.076, -1.947], [1.174, 3.739, -3.151], [0.380, 3.420, -4.255], [-0.582, 2.430, -4.183], [-0.739, 1.764, -2.973], [-1.862, 0.467, -2.589], [1.638, 3.311, -1.089], [1.921, 4.514, -3.243], [0.525, 3.953, -5.184], [-1.191, 2.181, -5.041], [-3.687, 3.120, 3.865], [-2.686, 3.876, 2.983], [-1.789, 2.961, 2.287], [-1.099, 2.234, 1.737], [-4.306, 3.844, 4.390], [-3.174, 2.505, 4.601], [-4.334, 2.484, 3.264], [-2.062, 4.551, 3.571], [-3.189, 4.474, 2.222], [0.636, 0.227, 2.757], [1.578, -0.384, 2.152], [1.574, -0.245, 0.879], [2.584, -1.185, 2.852], [2.532, -1.287, 4.238], [3.490, -2.050, 4.870], [4.491, -2.710, 4.183], [4.505, -2.581, 2.807], [3.574, -1.833, 2.120], [5.565, -3.276, 2.040], [5.563, -3.116, 0.839], [6.385, -3.897, 2.676], [3.445, -2.165, 6.347], [4.295, -2.846, 6.870], [2.564, -1.558, 6.916], [1.765, -0.788, 4.813], [5.231, -3.303, 4.700], [3.618, -1.762, 1.042]],
  "mulliken_charge": [-0.54, -0.05, 0.40, 0.41, -0.03, -0.71, -0.65, -0.52, -0.52, 1.09, -0.15, 0.39, 0.39, 0.40, 0.40, -1.10, -0.29, 0.48, -0.09, 0.34, 0.35, 0.34, 0.29, 0.28, -0.70, 1.64, -0.64, 0.06, -0.66, -0.19, -0.27, -0.22, -0.56, 1.05, -0.61, -0.59, 1.06, -0.59, -0.61, 0.65, 0.62, 0.65]
}

***

No. 3
{
  "formula": "C17H12F2N2O3",
  "method": "wB97M-V/def2-TZVPD",
  "relative_energy_kcal_mol": 89.6,
  "gap_ev": 5.7,
  "e_lumo_ev": -2.465,
  "symbols": ["F", "C", "C", "C", "C", "C", "C", "C", "C", "C", "C", "C", "F", "C", "C", "H", "H", "H", "H", "H", "H", "H", "H", "H", "C", "C", "O", "N", "C", "O", "N", "C", "O", "H", "H", "H"],
  "xyz": [[-2.960, 4.303, -0.887], [-2.791, 2.943, -0.737], [-3.957, 2.188, -0.609], [-3.802, 0.810, -0.414], [-2.537, 0.239, -0.398], [-1.326, 1.002, -0.506], [-0.062, 0.348, -0.357], [1.202, 1.044, -0.310], [2.397, 0.306, -0.627], [3.645, 0.909, -0.695], [3.726, 2.313, -0.683], [2.582, 3.025, -0.302], [2.673, 4.401, -0.393], [1.379, 2.412, 0.047], [-1.511, 2.394, -0.806], [-4.950, 2.614, -0.658], [-4.660, 0.135, -0.315], [-2.419, -0.833, -0.253], [-0.022, -0.784, -0.538], [2.313, -0.767, -0.776], [4.517, 0.256, -0.839], [4.684, 2.781, -0.906], [0.623, 3.027, 0.552], [-0.686, 3.031, -1.118], [0.129, -1.634, 0.741], [-1.049, -2.427, 1.137], [-2.067, -1.930, 1.641], [-1.014, -3.828, 0.973], [0.132, -4.643, 0.917], [0.133, -5.852, 0.975], [1.283, -3.852, 0.807], [1.370, -2.440, 0.841], [2.504, -1.999, 1.031], [0.228, -0.805, 1.440], [-1.870, -4.327, 1.184], [2.164, -4.360, 0.842]],
  "mulliken_charge": [-0.32, 0.18, -0.44, -0.70, -0.46, 1.09, -0.85, 0.90, -0.56, -0.62, -0.46, 0.53, -0.31, -0.90, -0.82, 0.43, 0.40, 0.22, 0.61, 0.31, 0.40, 0.42, 0.78, 0.91, -0.02, 0.14, -0.65, -0.14, 0.24, -0.59, -0.12, 0.30, -0.68, 0.25, 0.27, 0.27]
}

***

No. 4
{
  "formula": "C17H12F2NO7S3",
  "method": "wB97M-V/def2-TZVPD",
  "charge": -1,
  "relative_energy_kcal_mol": 34.9,
  "gap_ev": 5.1,
  "e_lumo_ev": 2.169,
  "symbols": ["F", "C", "F", "S", "N", "C", "O", "C", "C", "C", "C", "C", "C", "C", "O", "H", "H", "H", "H", "H", "C", "O", "C", "S", "O", "O", "C", "C", "C", "C", "C", "C", "S", "O", "O", "H", "H", "H", "H", "H", "H", "H"],
  "xyz": [[4.742, -0.577, 0.034], [3.713, -0.798, -0.859], [3.644, -2.142, -1.143], [2.215, -0.310, -0.023], [1.079, -1.736, -0.346], [1.050, -3.088, 0.115], [1.871, -3.681, 0.780], [-0.327, -3.542, -0.313], [-1.084, -2.423, -0.597], [-2.447, -2.456, -0.871], [-3.026, -3.718, -1.046], [-2.261, -4.890, -0.843], [-0.917, -4.802, -0.399], [-0.210, -1.245, -0.463], [-0.514, -0.066, -0.388], [3.831, -0.168, -1.762], [-2.981, -1.510, -0.954], [-4.067, -3.795, -1.367], [-2.721, -5.867, -1.044], [-0.326, -5.688, -0.172], [3.373, 3.621, -0.295], [2.824, 2.224, -0.396], [1.549, 1.959, -0.032], [0.237, 2.675, -1.055], [0.514, 4.097, -1.161], [-0.024, 1.886, -2.240], [-1.120, 2.491, 0.126], [-0.727, 2.223, 1.432], [-1.594, 1.612, 2.340], [-2.904, 1.351, 1.936], [-3.341, 1.736, 0.661], [-2.447, 2.300, -0.261], [1.045, 2.117, 1.714], [1.136, 0.890, 2.489], [1.598, 3.364, 2.222], [4.443, 3.520, -0.485], [2.899, 4.238, -1.063], [3.180, 3.979, 0.715], [-1.220, 1.302, 3.315], [-3.559, 0.816, 2.627], [-4.376, 1.558, 0.353], [-2.746, 2.546, -1.278]],
  "mulliken_charge": [-0.25, 0.24, -0.24, 0.47, 0.07, 0.10, -0.60, 0.05, 0.55, -0.34, -0.51, -0.46, -0.45, -0.09, -0.14, 0.13, 0.52, 0.38, 0.35, 0.45, -0.77, -0.44, -0.32, 1.46, -0.81, -0.68, 0.02, 0.32, -0.71, -0.51, -0.54, -0.69, 1.51, -0.67, -0.79, 0.27, 0.27, 0.30, 0.45, 0.35, 0.37, 0.42]
}

***

No. 5
{
  "formula": "C17H12F5FeNO6Te",
  "method": "wB97M-V/def2-TZVPD",
  "charge": -1,
  "relative_energy_kcal_mol": 13.7,
  "spin_multiplicity": 2,
  "s_squared": 0.828,
  "gap_ev": [7.6, 7.5],
  "e_lumo_ev": [1.278, 1.251],
  "symbols": ["Fe", "O", "C", "O", "C", "C", "C", "C", "C", "O", "C", "C", "O", "O", "H", "H", "H", "H", "H", "H", "H", "H", "N", "C", "C", "C", "C", "C", "C", "C", "C", "C", "H", "H", "H", "H", "F", "Te", "F", "F", "F", "F", "O"],
  "xyz": [[-0.611, 0.431, 0.481], [2.189, 1.983, 2.822], [1.278, 1.950, 2.023], [1.042, 0.943, 1.223], [0.361, 3.153, 1.843], [0.078, 3.387, 0.355], [-0.493, 4.783, 0.122], [-1.914, 4.637, 0.719], [-1.922, 3.169, 1.145], [-1.083, 2.550, 0.140], [-1.084, 2.954, 2.411], [-1.410, 1.574, 2.987], [-1.719, 1.466, 4.156], [-1.482, 0.598, 2.127], [0.846, 4.009, 2.307], [0.870, 3.075, -0.319], [-0.534, 5.004, -0.944], [0.106, 5.550, 0.612], [-2.681, 4.825, -0.030], [-2.093, 5.294, 1.569], [-2.890, 2.678, 1.146], [-1.304, 3.682, 3.188], [3.481, -8.204, -2.155], [3.015, -7.206, -1.825], [2.433, -5.959, -1.411], [2.257, -5.685, -0.055], [1.699, -4.485, 0.339], [1.306, -3.535, -0.610], [1.487, -3.820, -1.967], [2.044, -5.020, -2.366], [0.724, -2.300, -0.194], [0.224, -1.262, 0.172], [2.559, -6.418, 0.681], [1.559, -4.264, 1.388], [1.179, -3.092, -2.704], [2.180, -5.238, -3.417], [-0.083, 0.710, -1.603], [-1.679, -0.259, -2.197], [-0.827, -0.221, -3.839], [-2.233, 1.485, -2.601], [-3.334, -0.675, -2.935], [-1.364, -2.086, -2.341], [-2.178, -0.161, -0.445]],
  "mulliken_spin": [1.07, 0.01, 0.00, 0.01, 0.01, -0.01, 0.00, 0.00, 0.00, 0.00, 0.00, 0.00, -0.01, -0.01, 0.00, 0.00, 0.00, 0.00, 0.00, 0.00, 0.00, 0.00, 0.00, 0.00, 0.00, 0.00, 0.00, 0.00, 0.00, 0.00, 0.02, -0.08, 0.00, 0.00, 0.00, 0.00, 0.00, 0.00, 0.00, 0.00, 0.00, 0.00, 0.00]
}

***

No. 6
{
  "formula": "C17H12O5S2",
  "method": "wB97M-V/def2-TZVPD",
  "relative_energy_kcal_mol": 41.4,
  "gap_ev": 8.3,
  "e_lumo_ev": -0.773,
  "symbols": ["O", "C", "C", "C", "C", "C", "C", "O", "C", "C", "C", "C", "C", "S", "O", "O", "C", "C", "C", "C", "C", "O", "C", "S", "H", "H", "H", "H", "H", "H", "H", "H", "H", "H", "H", "H"],
  "xyz": [[0.812, 0.310, -3.406], [0.049, -0.381, -2.736], [-0.874, -1.303, -3.447], [-2.296, -1.289, -3.225], [-3.182, -2.187, -3.895], [-2.682, -3.156, -4.752], [-1.332, -3.185, -5.017], [-0.847, -4.200, -5.803], [-0.390, -2.227, -4.434], [-0.066, -0.200, -1.249], [-0.544, -1.195, -0.487], [-0.733, -0.837, 0.940], [-0.388, 0.479, 1.199], [-0.811, 1.480, 2.692], [-1.445, 2.722, 2.363], [-1.743, 0.729, 3.600], [0.751, 2.028, 3.557], [1.104, 1.541, 4.828], [2.345, 1.875, 5.421], [3.248, 2.766, 4.680], [2.900, 3.079, 3.334], [3.839, 3.839, 2.596], [1.600, 2.879, 2.892], [0.263, 1.272, -0.225], [-2.809, -0.522, -2.667], [-4.256, -1.901, -3.669], [-3.250, -3.882, -5.271], [-1.310, -5.043, -5.689], [0.690, -2.212, -4.589], [-0.705, -2.179, -0.900], [-1.200, -1.561, 1.635], [0.479, 0.892, 5.399], [2.675, 1.224, 6.220], [4.272, 2.919, 4.931], [4.599, 4.053, 3.194], [1.235, 3.372, 1.981]],
  "mulliken_charge": [-0.57, 0.21, 0.44, -0.38, -0.53, -0.48, 0.52, -0.55, -0.52, 0.07, -0.48, -0.36, 0.05, 1.22, -0.61, -0.68, 0.07, -0.50, -0.48, -0.55, 0.38, -0.51, -0.36, -0.12, 0.43, 0.28, 0.44, 0.32, 0.41, 0.51, 0.40, 0.46, 0.34, 0.28, 0.32, 0.53]
}